Molecular formula: C5H7N
Method: DFT, ωB97M-V with the def2-TZVPD basis set

Max |F| in eV Å⁻¹: 0.76
E in eV: -6784.47266
ΔE to the lowest compared entry with this formula, charge and spin in kcal/mol: 93.2
Net charge: 0

Geometry (Å):
C (0.923, 0.711, -0.332)
C (-0.481, 1.260, -0.348)
C (-1.305, 0.506, 0.396)
C (-0.586, -0.557, 1.145)
N (0.147, -1.725, -0.243)
C (0.748, -0.574, 0.479)
H (1.604, 1.382, 0.206)
H (1.342, 0.581, -1.338)
H (-0.759, 2.149, -0.907)
H (-2.370, 0.685, 0.526)
H (-0.534, -2.096, 0.454)
H (-0.355, -1.415, -1.072)
H (1.625, -0.907, 1.035)